Record 1
Below is 3 unconnected molecules or ions with the total composition C7H13ClNO3S in a non-equilibrium geometry, with properties calculated with ωB97M-V/def2-TZVPD.

Geometry as XYZ:
```
26
Properties=species:S:1:pos:R:3:forces:R:3
C -0.3835 0.3101 0.8859 0.711 0.838 2.238
C -2.3207 -1.8714 -0.0700 4.883 2.217 -0.718
C 1.7855 1.3486 0.5149 -3.168 0.542 -0.413
C -2.7755 -0.4219 -0.0889 -2.147 -0.128 3.664
C 2.7302 0.9799 1.5757 0.323 1.153 0.680
C -1.4732 0.5461 -1.7305 -0.626 -1.799 -0.666
C 0.7890 0.1839 0.1907 0.696 1.816 1.022
N 0.9722 -0.6249 -0.8078 0.151 -0.523 -1.732
O 2.0600 -0.2097 -1.5719 -0.928 -0.947 0.057
O -0.9643 0.4746 1.9185 0.417 -0.346 -0.876
O -1.8204 0.5149 -0.4289 0.390 1.418 -0.842
S 2.2796 1.2388 3.3297 -0.928 0.196 0.639
Cl 1.9071 -1.7972 -4.0914 -0.066 0.015 0.023
H -1.9407 -2.2344 -1.0513 -0.356 0.458 0.375
H -1.2891 -1.7574 0.5412 -2.433 -1.239 -0.884
H -3.0152 -2.5741 0.2334 -1.330 -1.122 1.286
H 1.1358 2.1674 0.9141 0.629 -0.200 -0.514
H 2.2680 1.6933 -0.4224 -0.304 -0.449 0.632
H -3.0265 -0.0321 0.9950 0.326 -1.350 -1.745
H -3.7006 -0.2597 -0.5988 -0.469 0.167 -0.932
H 3.5641 1.6571 1.3595 0.567 -0.698 0.879
H 2.9004 -0.0469 1.5688 1.218 -1.571 -0.628
H -1.6525 -0.4526 -2.1396 0.594 0.888 -0.933
H -1.0536 1.4354 -2.1636 0.158 -0.110 0.158
H 1.9426 -0.8061 -2.3876 0.505 0.237 -0.007
H 1.0813 0.5384 3.5254 1.186 0.536 -0.764
```
Forces are in eV/Å.

Net charge ... -1
E ... -1413.1961 Ha
Spin multiplicity ... 1

Record 2
Below is 2 unconnected molecules or ions with the total composition C9H5ClF3N in a non-equilibrium geometry, with properties calculated with ωB97M-V/def2-TZVPD.

Geometry as XYZ:
```
19
Properties=species:S:1:pos:R:3:forces:R:3
C -1.8301 -2.5167 -1.6321 0.717 -1.397 0.007
C -1.3155 -1.5752 -1.0749 0.048 1.555 0.796
C 2.4133 -0.2622 0.6491 0.036 1.336 0.832
C 2.4837 1.1235 0.7790 0.859 -0.882 0.621
C 1.1445 -0.7973 0.4049 -0.214 3.633 -0.054
C 1.3412 1.9419 0.5714 2.289 0.761 0.742
C 0.1641 0.1907 0.0492 -2.404 -2.013 -0.656
C -1.0576 -0.2841 -0.4789 -0.864 -1.343 -1.396
C -2.2811 0.6410 -0.5906 0.810 -1.156 -1.748
N 0.2012 1.5209 0.2139 -0.755 -0.581 -0.457
F -3.4487 0.0219 -0.7120 -0.382 -0.959 -0.054
F -2.1755 1.3630 -1.7384 0.246 0.468 0.475
F -2.3658 1.3572 0.4612 -0.317 2.090 1.712
Cl -0.3679 -1.1677 2.4062 0.666 -0.083 -0.140
H -2.0031 -3.5341 -1.9944 -0.174 1.090 0.142
H 3.2601 -0.9059 0.8001 0.269 -0.015 0.081
H 3.4019 1.6199 1.1445 -0.512 -0.426 -0.564
H 0.9739 -1.7335 0.0502 -0.374 -2.729 -0.485
H 1.4613 2.9967 0.6917 0.053 0.651 0.144
```
Forces are in eV/Å.

Net charge ... 0
E ... -1160.3398 Ha
Spin multiplicity ... 1

Record 3
Below is 2 unconnected molecules or ions with the total composition C4H10O4 in a non-equilibrium geometry, with properties calculated with ωB97M-V/def2-TZVPD.

Geometry as XYZ:
```
18
Properties=species:S:1:pos:R:3:forces:R:3
C 1.6521 -1.6551 -0.6753 -2.966 -2.067 -1.722
C 0.6585 -1.2414 0.4842 0.802 -2.162 -2.042
C 0.7989 0.2351 0.6243 -3.465 -0.162 1.744
C -1.5711 1.0602 0.3236 2.535 -0.109 0.553
O 1.2154 1.0185 -0.4036 1.107 1.974 2.191
O -2.3057 1.2068 1.4616 -0.451 0.542 0.125
O -1.1351 2.2453 -0.1736 1.798 -0.145 -1.339
O -2.0428 0.1591 -0.5763 -1.033 0.384 -0.359
H 1.2884 -1.1003 -1.5928 1.093 -0.596 0.699
H 1.5219 -2.7505 -1.0221 -0.280 1.479 0.796
H 2.6844 -1.6413 -0.4956 1.444 0.990 0.350
H -0.3517 -1.7192 0.0798 1.603 1.446 1.269
H 1.0171 -1.8091 1.3731 -0.714 0.666 -0.274
H 0.7728 0.6776 1.6143 0.559 0.202 -0.372
H 0.9631 0.5652 -1.1519 -0.477 -1.509 -3.058
H -2.1904 2.1120 1.8339 0.121 -0.906 -0.617
H -0.1826 2.0772 -0.6093 -2.412 0.358 1.481
H -2.7931 0.5600 -1.0945 0.737 -0.385 0.573
```
Forces are in eV/Å.

Energy above the lowest of the compared OMol25 structures with the same formula, charge and spin ... 104.95 kcal per mole
Net charge ... 0
E ... -459.2215 Ha
Spin multiplicity ... 1